Here is a 10-piece molecular cluster, C52H128N4O22 overall at a distorted geometry from OMol25. Energies are from ωB97M-V with the def2-TZVPD basis set.

Each atom is followed by the atoms it is bonded to, with distances in Å.
Cartesian coordinates (Å):
1 C -1.98235 -14.35743 -8.23111  O2 1.475, H10 1.090, H11 1.090, H12 1.090
2 O -2.04335 -15.23741 -7.04853  C1 1.475, C3 1.423
3 C -0.85927 -15.98072 -6.78200  O2 1.423, C4 1.527, H13 1.090, H14 1.090
4 C -0.86309 -16.79138 -5.48758  C3 1.527, O5 1.428, H15 1.090, H16 1.090
5 O 0.07925 -17.86094 -5.39483  C4 1.428, C6 1.394
6 C 1.34800 -17.49843 -4.94669  O5 1.394, C7 1.536, H17 1.090, H18 1.090
7 C 1.46816 -17.41738 -3.41791  C6 1.536, O8 1.398, H19 1.090, H20 1.090
8 O 1.10686 -18.64239 -2.84857  C7 1.398, C9 1.423
9 C 2.22095 -19.40759 -2.40449  O8 1.423, H21 1.090, H22 1.090, H23 1.090
10 H -2.86179 -13.71805 -8.15463  C1 1.090
11 H -2.03906 -15.04372 -9.07603  C1 1.090
12 H -1.06540 -13.77236 -8.16041  C1 1.090
13 H 0.00207 -15.31410 -6.73933  C3 1.090
14 H -0.48199 -16.61101 -7.58728  C3 1.090
15 H -1.85332 -17.22637 -5.35210  C4 1.090
16 H -0.74611 -16.10929 -4.64547  C4 1.090
17 H 1.72043 -16.53382 -5.29157  C6 1.090
18 H 2.01830 -18.32322 -5.18859  C6 1.090
19 H 0.80168 -16.64731 -3.02946  C7 1.090
20 H 2.44550 -17.11921 -3.03844  C7 1.090
21 H 1.73567 -20.19649 -1.82983  C9 1.090
22 H 2.99734 -18.79997 -1.93961  C9 1.090
23 H 2.65956 -19.90317 -3.27058  C9 1.090
24 C -1.52333 -10.25673 1.99325  O25 1.384, H33 1.090, H34 1.090, H35 1.090
25 O -0.82797 -9.06469 2.09851  C24 1.384, C26 1.404
26 C -0.15912 -8.68043 0.92495  O25 1.404, C27 1.513, H36 1.090, H37 1.090
27 C 0.98083 -9.64371 0.67837  C26 1.513, O28 1.430, H38 1.090, H39 1.090
28 O 1.93164 -9.07198 -0.22376  C27 1.430, C29 1.401
29 C 3.26196 -9.51020 -0.23304  O28 1.401, C30 1.541, H40 1.090, H41 1.090
30 C 4.19650 -9.04537 0.90082  C29 1.541, O31 1.443, H42 1.090, H43 1.090
31 O 5.44482 -9.74747 0.72342  C30 1.443, C32 1.407
32 C 6.61189 -9.00921 0.99366  O31 1.407, H44 1.090, H45 1.090, H46 1.090
33 H -2.03165 -10.42034 1.04300  C24 1.090
34 H -2.25338 -10.19128 2.80000  C24 1.090
35 H -0.79592 -11.05284 2.15189  C24 1.090
36 H 0.28009 -7.68486 0.98835  C26 1.090
37 H -0.69872 -8.71606 -0.02145  C26 1.090
38 H 0.68219 -10.63516 0.33788  C27 1.090
39 H 1.40564 -9.68859 1.68118  C27 1.090
40 H 3.69001 -9.05789 -1.12763  C29 1.090
41 H 3.41315 -10.58632 -0.31788  C29 1.090
42 H 3.94711 -9.10305 1.96034  C30 1.090
43 H 4.30517 -7.96665 0.78840  C30 1.090
44 H 6.86221 -9.08879 2.05154  C32 1.090
45 H 6.69397 -8.06337 0.45816  C32 1.090
46 H 7.36603 -9.56017 0.43170  C32 1.090
47 C -10.92112 -18.98411 -6.10825  O48 1.407, H56 1.090, H57 1.090, H58 1.090
48 O -10.80021 -17.85086 -5.28267  C47 1.407, C49 1.471
49 C -9.46125 -17.26310 -5.44687  O48 1.471, C50 1.499, H59 1.090, H60 1.090
50 C -9.39324 -15.97244 -4.68800  C49 1.499, O51 1.400, H61 1.090, H62 1.090
51 O -8.13718 -15.35458 -4.72157  C50 1.400, C52 1.431
52 C -6.99833 -16.00578 -4.15103  O51 1.431, C53 1.556, H63 1.090, H64 1.090
53 C -7.08602 -16.26867 -2.62020  C52 1.556, O54 1.487, H65 1.090, H66 1.090
54 O -5.85050 -15.89543 -1.88160  C53 1.487, C55 1.391
55 C -5.65709 -16.56906 -0.68029  O54 1.391, H67 1.090, H68 1.090, H69 1.090
56 H -10.06200 -19.63858 -5.96108  C47 1.090
57 H -11.08318 -18.80372 -7.17094  C47 1.090
58 H -11.85378 -19.49150 -5.86169  C47 1.090
59 H -9.33669 -16.87424 -6.45749  C49 1.090
60 H -8.65308 -17.94795 -5.19004  C49 1.090
61 H -9.95267 -16.16338 -3.77220  C50 1.090
62 H -10.01119 -15.26424 -5.23998  C50 1.090
63 H -6.20164 -15.26511 -4.22017  C52 1.090
64 H -6.60139 -16.85940 -4.70046  C52 1.090
65 H -7.51560 -17.23421 -2.35316  C53 1.090
66 H -7.87520 -15.67660 -2.15678  C53 1.090
67 H -5.38439 -17.58379 -0.97024  C55 1.090
68 H -6.46275 -16.53717 0.05320  C55 1.090
69 H -4.75183 -16.15044 -0.24057  C55 1.090
70 C -0.94054 -0.81530 16.04496  O71 1.400, H79 1.090, H80 1.090, H81 1.090
71 O -0.61179 -2.00622 16.70412  C70 1.400, C72 1.421
72 C -0.15087 -3.02772 15.83007  O71 1.421, C73 1.535, H82 1.090, H83 1.090
73 C 1.21657 -2.73794 15.19463  C72 1.535, O74 1.387, H84 1.090, H85 1.090
74 O 1.89338 -3.86558 14.75469  C73 1.387, C75 1.487
75 C 3.34004 -3.52672 14.68424  O74 1.487, C76 1.495, H86 1.090, H87 1.090
76 C 4.06952 -4.43974 13.75127  C75 1.495, O77 1.462, H88 1.090, H89 1.090
77 O 3.99700 -5.84139 14.15965  C76 1.462, C78 1.450
78 C 3.23631 -6.76384 13.33971  O77 1.450, H90 1.090, H91 1.090, H92 1.090
79 H -1.68448 -0.96305 15.26214  C70 1.090
80 H -0.05165 -0.29196 15.69268  C70 1.090
81 H -1.29972 -0.19178 16.86369  C70 1.090
82 H -0.97156 -3.27985 15.15851  C72 1.090
83 H 0.00928 -3.87260 16.49985  C72 1.090
84 H 1.74708 -2.10758 15.90829  C73 1.090
85 H 1.02322 -2.28661 14.22150  C73 1.090
86 H 3.81031 -3.62644 15.66250  C75 1.090
87 H 3.52647 -2.54726 14.24380  C75 1.090
88 H 5.10950 -4.12008 13.68540  C76 1.090
89 H 3.64760 -4.21890 12.77080  C76 1.090
90 H 2.25496 -6.57167 13.77345  C78 1.090
91 H 3.44305 -7.82639 13.46757  C78 1.090
92 H 3.16171 -6.65209 12.25803  C78 1.090
93 C 8.58170 -18.51107 8.89358  O94 1.478, H102 1.090, H103 1.090, H104 1.090
94 O 7.21701 -17.98663 9.10962  C93 1.478, C95 1.407
95 C 6.54935 -17.10889 8.23649  O94 1.407, C96 1.593, H105 1.090, H106 1.090
96 C 5.81214 -17.94414 7.09845  C95 1.593, O97 1.495, H107 1.090, H108 1.090
97 O 4.63288 -18.60402 7.73883  C96 1.495, C98 1.428
98 C 4.71842 -20.01261 7.95978  O97 1.428, C99 1.539, H109 1.090, H110 1.090
99 C 3.38455 -20.75908 7.78245  C98 1.539, O100 1.463, H111 1.090, H112 1.090
100 O 2.45268 -20.85051 8.90711  C99 1.463, C101 1.395
101 C 2.04513 -19.65156 9.49342  O100 1.395, H113 1.090, H114 1.090, H115 1.090
102 H 8.92554 -19.14897 9.70781  C93 1.090
103 H 9.32840 -17.74641 8.67949  C93 1.090
104 H 8.46280 -19.17607 8.03816  C93 1.090
105 H 7.18760 -16.48830 7.60751  C95 1.090
106 H 5.81436 -16.52199 8.78735  C95 1.090
107 H 6.64808 -18.55645 6.76027  C96 1.090
108 H 5.46301 -17.22891 6.35369  C96 1.090
109 H 5.11977 -20.15098 8.96371  C98 1.090
110 H 5.37706 -20.53140 7.26325  C98 1.090
111 H 3.54398 -21.83455 7.70470  C99 1.090
112 H 2.86978 -20.38498 6.89748  C99 1.090
113 H 2.82570 -18.90126 9.61944  C101 1.090
114 H 1.49644 -19.92595 10.39438  C101 1.090
115 H 1.27071 -19.13917 8.92261  C101 1.090
116 C 9.56401 -14.89579 2.14941  O117 1.416, H125 1.090, H126 1.090, H127 1.090
117 O 10.45385 -15.97943 2.34499  C116 1.416, C118 1.440
118 C 10.23123 -17.11356 1.48545  O117 1.440, C119 1.550, H128 1.090, H129 1.090
119 C 11.30527 -18.22529 1.59716  C118 1.550, O120 1.449, H130 1.090, H131 1.090
120 O 12.58311 -17.80025 1.06108  C119 1.449, C121 1.445
121 C 13.16180 -18.58033 -0.00830  O120 1.445, C122 1.561, H132 1.090, H133 1.090
122 C 14.68080 -18.29275 -0.22711  C121 1.561, O123 1.442, H134 1.090, H135 1.090
123 O 15.15106 -19.11565 -1.31367  C122 1.442, C124 1.421
124 C 16.24150 -18.56787 -2.04199  O123 1.421, H136 1.090, H137 1.090, H138 1.090
125 H 9.85776 -14.18676 2.92340  C116 1.090
126 H 8.55347 -15.13839 2.47816  C116 1.090
127 H 9.48042 -14.37542 1.19530  C116 1.090
128 H 10.17299 -16.73535 0.46484  C118 1.090
129 H 9.24380 -17.53352 1.67714  C118 1.090
130 H 10.91444 -19.08734 1.05660  C119 1.090
131 H 11.45092 -18.48171 2.64651  C119 1.090
132 H 12.73766 -18.60102 -1.01218  C121 1.090
133 H 13.15425 -19.62769 0.29351  C121 1.090
134 H 15.27603 -18.46833 0.66897  C122 1.090
135 H 14.93413 -17.23907 -0.34399  C122 1.090
136 H 16.32151 -18.87812 -3.08385  C124 1.090
137 H 17.12651 -19.06553 -1.64553  C124 1.090
138 H 16.29638 -17.49179 -2.20678  C124 1.090
139 C -3.24740 -8.48969 13.00219  C140 1.542, H145 1.090, H146 1.090, H147 1.090
140 C -1.85932 -7.81972 12.96500  C139 1.542, C141 1.528, N144 1.455, H148 1.090
141 C -1.86235 -6.81541 11.81362  C140 1.528, O142 1.376, H149 1.090, H150 1.090
142 O -2.01373 -7.44817 10.60110  C141 1.376, C143 1.446
143 C -2.31158 -6.76722 9.36031  O142 1.446, H151 1.090, H152 1.090, H153 1.090
144 N -1.50430 -7.21501 14.24008  C140 1.455, H154 1.010, H155 1.010
145 H -3.23269 -9.44092 13.53418  C139 1.090
146 H -3.71205 -8.77676 12.05890  C139 1.090
147 H -3.88759 -7.71085 13.41652  C139 1.090
148 H -1.15249 -8.55240 12.57554  C140 1.090
149 H -0.98923 -6.16683 11.74218  C141 1.090
150 H -2.66709 -6.10702 12.01031  C141 1.090
151 H -2.52089 -7.33106 8.45125  C143 1.090
152 H -1.45317 -6.16797 9.05682  C143 1.090
153 H -3.10084 -6.02050 9.44721  C143 1.090
154 H -1.21691 -7.84378 14.97638  N144 1.010
155 H -0.70713 -6.63658 14.01641  N144 1.010
156 C 2.82983 -15.08179 12.44793  C157 1.533, H162 1.090, H163 1.090, H164 1.090
157 C 2.90018 -15.70051 13.84846  C156 1.533, C158 1.588, N161 1.466, H165 1.090
158 C 1.62566 -16.47525 14.39292  C157 1.588, O159 1.511, H166 1.090, H167 1.090
159 O 0.47594 -15.50639 14.23845  C158 1.511, C160 1.404
160 C 0.23739 -14.65949 15.33206  O159 1.404, H168 1.090, H169 1.090, H170 1.090
161 N 4.15371 -16.45892 13.88665  C157 1.466, H171 1.010, H172 1.010
162 H 3.64950 -14.38211 12.28453  C156 1.090
163 H 1.92341 -14.48023 12.37986  C156 1.090
164 H 2.77363 -15.85651 11.68325  C156 1.090
165 H 3.32867 -14.95417 14.51738  C157 1.090
166 H 1.86737 -16.98095 15.32776  C158 1.090
167 H 1.57465 -17.15580 13.54301  C158 1.090
168 H -0.12554 -15.08626 16.26707  C160 1.090
169 H -0.69452 -14.16836 15.05199  C160 1.090
170 H 1.06299 -14.00252 15.60572  C160 1.090
171 H 3.99040 -17.23110 13.25644  N161 1.010
172 H 4.91418 -15.83761 13.65050  N161 1.010
173 C 3.91547 -11.99483 6.64066  C174 1.536, H179 1.090, H180 1.090, H181 1.090
174 C 2.43140 -11.80471 6.29168  C173 1.536, C175 1.539, N178 1.468, H182 1.090
175 C 1.70809 -12.89953 5.48773  C174 1.539, O176 1.438, H183 1.090, H184 1.090
176 O 2.54818 -13.17017 4.35309  C175 1.438, C177 1.414
177 C 2.04437 -14.18277 3.50399  O176 1.414, H185 1.090, H186 1.090, H187 1.090
178 N 1.77760 -11.78995 7.60607  C174 1.468, H188 1.010, H189 1.010
179 H 4.72698 -12.28046 5.97134  C173 1.090
180 H 4.01535 -12.72549 7.44331  C173 1.090
181 H 4.37187 -11.14645 7.15063  C173 1.090
182 H 2.16836 -10.82452 5.89403  C174 1.090
183 H 0.71401 -12.67960 5.09844  C175 1.090
184 H 1.44421 -13.82759 5.99486  C175 1.090
185 H 2.23257 -15.15327 3.96314  C177 1.090
186 H 2.53133 -14.19434 2.52888  C177 1.090
187 H 0.97212 -14.11900 3.31875  C177 1.090
188 H 0.86694 -11.39510 7.41925  N178 1.010
189 H 1.61758 -12.74525 7.89226  N178 1.010
190 C 12.15167 -11.89345 10.17997  C191 1.526, H196 1.090, H197 1.090, H198 1.090
191 C 11.17286 -12.10998 11.33013  C190 1.526, C192 1.538, N195 1.430, H199 1.090
192 C 9.70460 -11.66831 11.21305  C191 1.538, O193 1.351, H200 1.090, H201 1.090
193 O 9.53665 -10.40402 10.76683  C192 1.351, C194 1.428
194 C 9.52166 -9.43925 11.82019  O193 1.428, H202 1.090, H203 1.090, H204 1.090
195 N 11.20146 -13.49926 11.66638  C191 1.430, H205 1.010, H206 1.010
196 H 13.16107 -12.09148 10.54047  C190 1.090
197 H 12.27008 -10.83553 9.94570  C190 1.090
198 H 11.87961 -12.38141 9.24403  C190 1.090
199 H 11.60830 -11.56930 12.17047  C191 1.090
200 H 9.32125 -11.87572 12.21211  C192 1.090
201 H 9.25142 -12.40414 10.54876  C192 1.090
202 H 8.75156 -9.59566 12.57554  C194 1.090
203 H 9.50909 -8.38283 11.55199  C194 1.090
204 H 10.38704 -9.51354 12.47874  C194 1.090
205 H 12.07981 -13.86562 11.32816  N195 1.010
206 H 10.46957 -13.98505 11.16792  N195 1.010

As for the structure (SMILES): COC[C@H](C)N.COC[C@H](C)N.COC[C@H](C)N.COC[C@H](C)N.COCCOCCOC.COCCOCCOC.COCCOCCOC.COCCOCCOC.COCCOCCOC.COCCOCCOC. The calculation puts the HOMO energy at -8.9336 eV. As for the total energy: -106982.7562 eV. The energy relative to the best compared isomer or geometry (same formula, charge and spin) is 8.758 eV. As for the max |F|: 4.237 eV/A. Its total charge is 0.

Löwdin population analysis, charges in e, atoms 1 to 8: C -0.0526; O -0.1977; C -0.2312; C -0.1719; O -0.1103; C -0.2039; C -0.2253; O -0.1848